Entry 1:
{"formula": "C26H76N6O12", "method": "ωB97M-V/def2-TZVPD", "elements": ["C", "O", "H", "H", "H", "H", "C", "O", "H", "H", "H", "H", "C", "O", "N", "N", "H", "H", "H", "H", "C", "O", "N", "N", "H", "H", "H", "H", "C", "O", "N", "N", "H", "H", "H", "H", "C", "C", "C", "O", "H", "H", "H", "H", "H", "H", "H", "H", "C", "C", "C", "O", "H", "H", "H", "H", "H", "H", "H", "H", "C", "C", "C", "O", "H", "H", "H", "H", "H", "H", "H", "H", "C", "C", "C", "O", "H", "H", "H", "H", "H", "H", "H", "H", "C", "C", "C", "O", "H", "H", "H", "H", "H", "H", "H", "H", "C", "C", "C", "O", "H", "H", "H", "H", "H", "H", "H", "H", "C", "C", "C", "O", "H", "H", "H", "H", "H", "H", "H", "H"], "xyz": [[1.6887, -0.3120, 4.0157], [0.6788, -0.9900, 3.2387], [1.4907, 0.7980, 3.9777], [2.6798, -0.4330, 3.5887], [1.6838, -0.6940, 5.0367], [0.2388, -1.6620, 3.7877], [3.1228, -2.7950, 1.0367], [2.8747, -2.6440, 2.4287], [4.0737, -3.3330, 0.9097], [3.1148, -1.8970, 0.4767], [2.4128, -3.4540, 0.5977], [2.1948, -1.9880, 2.4607], [3.3158, 2.4180, -3.9953], [3.1508, 1.5280, -5.0833], [3.1767, 2.1030, -2.7453], [3.8628, 3.5600, -4.2053], [2.6598, 1.2020, -2.7173], [3.0917, 2.7150, -1.9273], [3.7238, 3.8330, -5.2453], [3.6588, 4.3830, -3.6043], [-0.0983, -0.3410, -0.1923], [1.2177, -0.6990, -0.1813], [-0.6113, 0.0050, -1.3173], [-0.7843, -0.1760, 0.8507], [0.0407, -0.0170, -2.0803], [-1.5362, 0.3560, -1.4643], [-0.3093, -0.3370, 1.7757], [-1.8232, -0.0410, 0.7797], [2.2828, -1.6260, -3.2013], [1.7857, -0.3010, -3.3393], [2.6098, -2.3130, -4.1803], [2.3368, -2.3630, -2.0813], [2.3027, -1.9560, -5.0643], [3.1398, -3.2550, -4.1403], [1.9498, -1.8340, -1.2683], [2.4037, -3.3910, -2.0303], [-1.1223, 1.2540, 4.4977], [-2.5182, 1.5130, 5.0467], [-2.5042, 1.6890, 6.6137], [-3.0982, 2.4480, 4.5007], [-1.2323, 0.8750, 3.4847], [-0.5953, 0.6120, 5.1807], [-0.3623, 2.0440, 4.5107], [-3.0762, 0.5970, 4.8627], [-2.3982, 2.7400, 6.7757], [-1.5403, 1.4050, 7.0067], [-3.3452, 1.3410, 7.1827], [-4.0492, 2.3960, 4.6807], [-0.4803, -3.3030, 1.5137], [-1.4423, -3.7110, 0.3727], [-0.9062, -4.9720, -0.2923], [-2.5982, -4.1230, 0.7067], [-0.0093, -4.1000, 2.0587], [-0.9553, -2.5670, 2.0877], [0.3977, -2.8200, 1.0687], [-1.6982, -2.9380, -0.4043], [0.1677, -4.8540, -0.4333], [-1.3303, -5.0490, -1.2603], [-1.0663, -5.8240, 0.3537], [-3.1402, -4.2590, -0.1143], [-2.9032, 2.9900, -2.2943], [-2.9903, 1.6950, -3.0953], [-1.8863, 1.5340, -4.1263], [-3.1692, 0.6160, -2.3803], [-3.8232, 3.2470, -1.9053], [-2.6793, 3.8660, -2.9623], [-2.2362, 2.8570, -1.4413], [-3.8532, 1.7930, -3.6623], [-1.5753, 2.5330, -4.4443], [-2.0342, 0.8950, -5.0503], [-0.9702, 1.0950, -3.7113], [-3.9693, 0.8050, -1.8643], [-3.6752, -0.7760, 1.3407], [-4.1992, 0.4420, 1.9887], [-3.4423, 1.7110, 1.4847], [-5.4632, 0.5790, 1.9777], [-3.2963, -0.5530, 0.3337], [-4.3982, -1.5080, 1.1137], [-2.8852, -1.1380, 2.0147], [-4.1822, 0.3800, 3.0937], [-3.4352, 1.8660, 0.3967], [-2.4683, 1.5250, 1.8067], [-3.8573, 2.6450, 1.9057], [-5.8672, 0.2760, 2.8447], [-1.0392, -3.1800, -3.5043], [-1.1283, -1.8580, -4.2123], [-0.3753, -1.8750, -5.5523], [-2.2542, -1.4460, -4.4933], [-0.0013, -3.5400, -3.5103], [-1.7273, -3.9650, -3.8933], [-1.3243, -3.0900, -2.5153], [-0.6113, -1.1100, -3.6473], [0.5567, -2.4880, -5.6203], [-0.0903, -0.8770, -5.7703], [-0.9912, -2.3350, -6.3173], [-2.5533, -0.9300, -3.7873], [0.0437, 3.7410, 2.3857], [0.8737, 2.6670, 1.7377], [0.6497, 2.6880, 0.2417], [2.1317, 2.7310, 1.9247], [0.4747, 4.0440, 3.3677], [-0.9713, 3.3360, 2.5217], [-0.0272, 4.6090, 1.7917], [0.5957, 1.6740, 2.1737], [0.9717, 3.6020, -0.2953], [-0.4113, 2.4880, 0.0477], [1.2247, 1.9020, -0.1953], [2.3978, 3.5990, 1.7047], [4.5047, -0.0090, -0.6803], [4.6318, 0.9970, 0.4537], [4.0838, 0.3250, 1.6987], [5.8188, 1.3550, 0.6907], [3.4758, 0.0120, -0.9773], [4.6948, -1.0210, -0.4333], [5.1598, 0.3140, -1.4923], [3.9727, 1.8550, 0.1697], [4.7128, -0.4890, 2.0607], [3.1178, -0.0600, 1.5187], [3.9608, 1.0160, 2.5037], [5.8138, 1.4950, 1.6377]], "mulliken_charge": [-0.485, -0.612, 0.021, 0.284, 0.391, 0.192, -0.313, -0.602, 0.364, -0.254, 0.231, 0.320, 0.393, -0.668, 0.098, -0.457, -0.225, 0.209, 0.327, 0.249, 0.157, 1.131, 1.023, 3.774, -0.736, -0.593, -1.339, -2.118, 0.072, -0.670, -0.222, 0.115, 0.352, 0.249, -0.710, 0.320, -0.688, 0.572, -1.583, -0.471, -0.281, 0.524, 0.372, -0.015, 0.417, 0.349, 0.384, 0.438, -1.249, 1.756, -1.742, -0.612, 0.559, -0.227, 0.173, -0.498, 0.203, 0.597, 0.375, 0.456, -1.366, 0.402, -1.085, -0.766, 0.492, 0.442, 0.030, 0.794, 0.500, 0.261, -0.036, 0.279, -1.428, 0.996, -0.527, -0.603, 0.097, 0.623, 0.011, -0.088, 0.234, -0.378, 0.355, 0.474, -0.646, 2.831, -1.798, -0.660, 0.276, 0.379, -0.569, -1.029, 0.204, 0.372, 0.508, 0.311, -2.010, 3.210, -0.381, -0.390, 0.385, 0.267, 0.493, -1.980, 0.720, -0.333, -0.416, 0.405, -1.300, 1.317, -0.909, -0.604, -0.192, 0.552, 0.445, -0.324, 0.606, -0.832, 0.803, 0.498], "molar_mass_da": 664.924, "smiles": "NC(N)=O.NC(N)=O.NC(N)=O.CC(C)O.CC(C)O.CC(C)O.CC(C)O.CC(C)O.CC(C)O.CC(C)O.CO.CO", "homo_lumo_gap_ev": 7.8, "e_lumo_ev": -0.152, "total_energy_ev": -61695.5782, "multiplicity": 1}


Entry 2:
{"formula": "C38H58Br4F3NS", "method": "ωB97M-V/def2-TZVPD", "elements": ["C", "C", "C", "C", "C", "C", "C", "C", "C", "C", "C", "C", "C", "C", "C", "C", "C", "C", "C", "C", "C", "C", "C", "C", "C", "N", "C", "C", "C", "F", "F", "F", "C", "C", "C", "C", "C", "C", "S", "H", "H", "H", "H", "H", "H", "H", "H", "H", "H", "H", "H", "H", "H", "H", "H", "H", "H", "H", "H", "H", "H", "H", "H", "H", "H", "H", "H", "H", "H", "H", "H", "H", "H", "H", "H", "H", "H", "H", "H", "H", "H", "H", "H", "H", "H", "H", "H", "H", "H", "Br", "C", "C", "Br", "H", "H", "H", "H", "Br", "C", "C", "Br", "H", "H", "H", "H"], "xyz": [[2.8734, -4.3683, 3.4638], [2.3437, -4.0797, 1.9056], [3.5589, -4.4428, 0.8533], [2.9393, -4.3363, -0.6720], [2.7411, -2.7454, -1.1071], [4.1913, -2.0316, -1.4335], [4.6072, -0.9770, -0.2044], [5.8959, -0.0749, -0.7430], [6.1810, 1.2635, 0.1771], [5.5199, 2.6451, -0.4622], [3.8778, 2.4669, -0.4993], [3.0494, 3.8868, -0.5731], [1.4428, 3.5518, -0.7537], [0.5939, 4.4914, 0.2997], [0.3463, 3.7532, 1.7657], [-1.2867, 3.9340, 2.0746], [-1.6292, 2.8812, 3.2852], [-3.2410, 2.7201, 3.6130], [-4.1596, 2.7398, 2.2263], [-4.8161, 4.2202, 1.8239], [-5.7067, 4.3667, 0.4527], [-5.8967, 3.0017, -0.4652], [-5.2696, 1.5309, -0.1041], [-4.3713, 1.4020, 1.3006], [-3.7189, -0.0707, 1.7166], [-5.4279, 0.2565, -0.9021], [-6.5642, -0.5984, -0.3867], [-8.0596, 0.0422, -0.6138], [-9.1417, -1.0373, -0.0054], [-9.3341, -2.1369, -1.0161], [-10.4247, -0.3342, 0.3097], [-8.7117, -1.7070, 1.2466], [-5.4933, 0.4937, -2.3935], [-4.8540, -0.7122, -3.3534], [-4.8533, -0.6978, -4.9935], [-5.5272, 0.5917, -5.7548], [-6.1535, 1.8311, -4.8239], [-6.1596, 1.7813, -3.1578], [-6.8947, 3.1778, -2.0852], [1.9882, -4.5067, 4.2223], [3.5768, -5.3167, 3.5253], [3.4587, -3.3899, 3.7762], [2.1854, -2.8982, 1.8549], [1.3556, -4.6557, 1.6577], [4.4480, -3.6972, 1.0363], [3.9373, -5.5263, 1.0921], [1.8654, -4.8163, -0.6637], [3.6291, -4.9132, -1.4273], [2.2035, -2.1574, -0.2479], [2.0396, -2.7204, -2.0505], [4.1409, -1.3686, -2.4092], [5.0254, -2.8678, -1.4842], [3.6497, -0.2970, -0.0123], [4.9095, -1.5740, 0.7624], [5.6155, 0.2501, -1.8400], [6.8506, -0.7606, -0.7428], [5.7481, 1.0242, 1.2598], [7.3562, 1.4126, 0.2608], [5.8831, 3.5913, 0.1299], [5.8784, 2.7533, -1.5771], [3.5775, 1.9074, 0.4979], [3.6315, 1.7812, -1.4185], [3.2356, 4.5349, 0.3978], [3.4077, 4.5199, -1.4900], [1.1553, 3.7342, -1.8804], [1.2924, 2.4121, -0.5299], [1.1320, 5.5199, 0.5057], [-0.4272, 4.7729, -0.2458], [0.4926, 2.6002, 1.5692], [1.0179, 4.1820, 2.6277], [-1.8197, 3.7108, 1.0558], [-1.5238, 5.0411, 2.4515], [-1.1147, 1.8255, 3.1369], [-1.1434, 3.3220, 4.2824], [-3.3524, 1.6570, 4.1410], [-3.6086, 3.5097, 4.4155], [-4.6007, 5.1477, 2.5313], [-6.1569, 5.4197, 0.1842], [-3.0089, -0.4455, 0.8591], [-3.1050, -0.0207, 2.7386], [-4.5547, -0.8973, 1.9108], [-6.4145, -0.6723, 0.7938], [-6.5614, -1.6923, -0.8360], [-8.2910, 0.2102, -1.7620], [-8.1605, 1.0557, 0.0069], [-4.3719, -1.6475, -2.8216], [-4.3712, -1.6400, -5.5450], [-5.5660, 0.6508, -6.9237], [-6.6075, 2.7445, -5.4295], [2.8881, 4.1956, -4.3390], [3.5006, 2.5148, -5.1159], [2.3664, 1.5242, -5.2402], [1.9360, 0.7234, -3.5146], [4.3238, 2.1560, -4.4920], [3.8886, 2.7828, -6.1027], [2.6555, 0.6847, -5.8787], [1.4437, 1.9669, -5.6255], [5.3694, -7.1136, 2.7000], [6.1870, -7.9071, 4.2830], [5.1380, -8.3593, 5.2720], [4.3928, -6.8465, 6.2521], [6.8775, -7.1644, 4.6919], [6.7586, -8.7614, 3.9094], [5.5811, -9.0029, 6.0372], [4.2984, -8.8821, 4.8056]], "mulliken_charge": [-0.500, -0.402, 0.249, -0.794, -0.404, -0.352, -0.255, -0.392, -0.574, -0.716, 0.199, -0.547, -0.244, -0.726, -0.436, -0.432, -0.425, -0.963, 0.204, -0.411, -0.579, 0.542, -0.270, 0.158, -1.088, 0.452, -0.534, -0.425, 0.810, -0.268, -0.259, -0.264, 0.004, -0.453, -0.426, -0.393, -0.381, 0.491, -0.180, 0.308, -0.157, 0.226, 0.127, 0.280, 0.140, -0.270, 0.334, 0.320, 0.191, 0.256, 0.195, 0.253, -0.001, 0.184, 0.054, 0.402, 0.280, 0.276, 0.318, 0.223, 0.172, -0.264, 0.372, 0.130, 0.211, 0.156, 0.328, 0.312, 0.182, 0.293, 0.302, 0.152, 0.251, 0.291, 0.283, 0.381, 0.243, 0.265, 0.256, 0.234, 0.309, 0.217, 0.313, 0.254, 0.226, 0.286, 0.267, 0.288, 0.253, -0.130, -0.471, -0.622, -0.125, 0.254, 0.357, 0.349, 0.390, -0.058, -0.569, -0.571, -0.130, 0.376, 0.323, 0.350, 0.357], "molar_mass_da": 937.566, "smiles": "CCCCCCCCCCCCCCCCCCc1ccc2c(c1C)N(CCC(F)(F)F)c1ccccc1S2.BrCCBr.BrCCBr", "homo_lumo_gap_ev": 7.7, "e_lumo_ev": -0.082, "total_energy_ev": -340970.0789, "multiplicity": 1}


Number 2 is which compound? C38H58Br4F3NS